1.
{
  "formula": "C4H6N2",
  "method": "ωB97M-V/def2-TZVPD",
  "elements": ["N", "C", "C", "C", "C", "N", "H", "H", "H", "H", "H", "H"],
  "xyz": [[-0.406, 3.019, 1.347], [-0.283, 1.959, 0.878], [-0.057, 0.705, 0.290], [0.139, -0.702, 0.845], [-0.604, -1.129, -0.391], [-0.815, 0.133, -0.719], [1.705, 0.053, -1.081], [1.159, -1.073, 0.967], [-0.447, -0.870, 1.754], [-0.765, -2.018, -0.982], [1.677, -0.626, -1.403], [-1.305, 0.551, -1.504]],
  "lumo_ev": [0.37, 0.37],
  "relative_energy_kj_mol": 426.02,
  "homo_ev": [-7.701, -7.701],
  "max_force_ev_per_a": 1.05
}

2.
{
  "formula": "C4H6N2O",
  "method": "ωB97M-V/def2-TZVPD",
  "elements": ["O", "C", "N", "C", "C", "C", "N", "H", "H", "H", "H", "H", "H"],
  "xyz": [[1.146, -2.725, 0.623], [0.377, -1.841, 0.560], [-0.516, -1.033, 0.751], [-1.222, -0.191, -0.187], [-0.262, 0.574, -1.087], [1.093, 0.825, -0.739], [0.951, -0.136, -1.527], [0.363, 0.771, 2.032], [-1.845, 0.508, 0.381], [-1.891, -0.804, -0.805], [-0.741, 1.189, -1.820], [1.902, 1.379, -0.348], [0.645, 1.486, 2.165]],
  "lumo_ev": 0.91,
  "relative_energy_kj_mol": 357.97,
  "homo_ev": -10.288,
  "max_force_ev_per_a": 1.37
}

3.
{
  "formula": "C4H6N2O",
  "method": "ωB97M-V/def2-TZVPD",
  "elements": ["O", "C", "N", "C", "C", "C", "N", "H", "H", "H", "H", "H", "H"],
  "xyz": [[-2.518, 0.207, 0.462], [-1.403, 0.036, 0.049], [-0.692, 0.783, -0.853], [0.673, 0.325, -1.038], [0.815, -0.738, 0.063], [0.526, -0.319, 1.446], [-0.540, -1.003, 0.485], [-1.089, 1.624, -1.233], [1.389, 1.150, -0.977], [0.792, -0.182, -2.005], [1.462, -1.583, -0.150], [0.041, -1.066, 2.067], [0.429, 0.759, 1.601]],
  "lumo_ev": 0.85,
  "relative_energy_kj_mol": 249.93,
  "homo_ev": -9.926,
  "smiles": "O=C1NC[C@H]2CN12",
  "max_force_ev_per_a": 2.87
}

4.
{
  "formula": "C4H6N2O",
  "method": "ωB97M-V/def2-TZVPD",
  "elements": ["N", "C", "C", "O", "N", "C", "C", "H", "H", "H", "H", "H", "H"],
  "xyz": [[1.478, 0.019, -0.673], [0.944, -0.456, 0.671], [-0.082, 0.483, 1.033], [-0.045, 1.250, 2.103], [-1.155, 0.523, 0.259], [-0.910, -0.232, -0.985], [0.395, -0.942, -0.639], [-0.693, 0.468, -1.794], [2.368, -0.435, -0.857], [0.795, 1.019, 2.539], [-1.940, 1.142, 0.411], [-1.768, -0.868, -1.230], [0.539, -1.978, -0.941]],
  "lumo_ev": 0.80,
  "relative_energy_kj_mol": 361.89,
  "homo_ev": -7.479,
  "smiles": "OC1=C2N[C@@H]2CN1",
  "max_force_ev_per_a": 0.39
}

5.
{
  "formula": "C4H6N2O",
  "method": "ωB97M-V/def2-TZVPD",
  "elements": ["C", "C", "C", "N", "C", "N", "O", "H", "H", "H", "H", "H", "H"],
  "xyz": [[0.836, 0.735, -1.929], [0.442, 0.409, -0.510], [-0.783, -0.406, -0.231], [-1.765, 0.045, 0.867], [-0.880, -0.796, 1.158], [-0.299, -1.553, 2.120], [1.147, 0.742, 0.427], [1.917, 0.614, -2.031], [0.316, 0.128, -2.675], [0.600, 1.789, -2.113], [-1.234, -0.967, -1.052], [0.703, -1.403, 2.164], [-0.741, -1.540, 3.027]],
  "lumo_ev": 0.77,
  "relative_energy_kj_mol": 217.38,
  "homo_ev": -9.609,
  "smiles": "CC(=O)[C@@H]1N=C1N",
  "max_force_ev_per_a": 0.57
}

6.
{
  "formula": "C4H6N2O",
  "method": "ωB97M-V/def2-TZVPD",
  "elements": ["N", "C", "C", "O", "N", "C", "C", "H", "H", "H", "H", "H", "H"],
  "xyz": [[-1.552, 0.587, -0.632], [-0.597, -0.075, 0.172], [0.041, -1.189, -0.670], [-1.061, -0.712, 1.364], [1.323, -0.884, -0.619], [1.659, 0.318, 0.096], [0.541, 0.839, 0.582], [-2.001, 0.084, -1.386], [-1.999, 1.446, -0.322], [-1.559, -1.491, 1.070], [2.033, -1.468, -1.041], [2.692, 0.643, 0.163], [0.445, 1.748, 1.161]],
  "lumo_ev": 0.88,
  "relative_energy_kj_mol": 303.05,
  "homo_ev": -8.790,
  "max_force_ev_per_a": 0.62
}

7.
{
  "formula": "C4H6N2O",
  "method": "ωB97M-V/def2-TZVPD",
  "elements": ["C", "O", "C", "N", "N", "C", "C", "H", "H", "H", "H", "H", "H"],
  "xyz": [[-0.540, 2.534, 1.003], [-1.586, 2.002, 0.734], [1.224, -0.573, 0.035], [1.478, -1.142, -1.137], [0.309, -1.686, -1.496], [-0.679, -1.481, -0.594], [-0.119, -0.754, 0.431], [-0.475, 3.616, 1.228], [0.414, 1.970, 1.042], [2.020, -0.056, 0.556], [0.255, -2.189, -2.366], [-1.681, -1.854, -0.749], [-0.621, -0.387, 1.314]],
  "lumo_ev": 0.87,
  "relative_energy_kj_mol": 201.40,
  "homo_ev": -9.342,
  "smiles": "c1cn[nH]c1.C=O",
  "max_force_ev_per_a": 0.57
}

8.
{
  "formula": "C4H6N2O",
  "method": "ωB97M-V/def2-TZVPD",
  "elements": ["C", "C", "O", "C", "N", "C", "N", "H", "H", "H", "H", "H", "H"],
  "xyz": [[1.916, 0.883, -0.497], [0.468, 0.622, -0.135], [0.342, -0.770, 0.291], [-0.844, -1.116, 0.777], [-1.886, -0.349, 0.949], [-1.997, -1.978, 0.425], [-2.781, -2.684, -0.086], [2.251, 0.199, -1.282], [2.023, 1.913, -0.862], [2.561, 0.757, 0.377], [-0.190, 0.774, -1.002], [0.132, 1.273, 0.681], [-1.995, 0.477, 0.365]],
  "lumo_ev": [0.03, 0.03],
  "relative_energy_kj_mol": 458.42,
  "homo_ev": [-8.972, -8.973],
  "max_force_ev_per_a": 2.22
}

9.
{
  "formula": "C4H6N2O",
  "method": "ωB97M-V/def2-TZVPD",
  "elements": ["C", "C", "N", "C", "N", "C", "O", "H", "H", "H", "H", "H", "H"],
  "xyz": [[0.889, -0.165, -1.289], [-0.589, 0.287, 0.748], [-1.764, 0.609, 0.214], [0.412, -0.639, 0.076], [-0.127, 0.723, 1.876], [1.130, 0.181, 2.070], [1.453, -0.587, 1.050], [-2.390, 1.198, 0.738], [-2.078, 0.213, -0.654], [0.039, -1.666, 0.030], [1.307, 0.842, -1.206], [1.662, -0.840, -1.661], [0.055, -0.156, -1.992]],
  "lumo_ev": 0.40,
  "relative_energy_kj_mol": 241.87,
  "homo_ev": -8.195,
  "max_force_ev_per_a": 1.37
}

10.
{
  "formula": "C4H6N2O",
  "method": "ωB97M-V/def2-TZVPD",
  "elements": ["N", "C", "O", "C", "C", "C", "N", "H", "H", "H", "H", "H", "H"],
  "xyz": [[0.427, -1.251, 1.892], [0.652, -0.008, 1.900], [0.727, 0.751, 0.792], [0.534, 0.106, -0.466], [-0.816, 0.553, -1.031], [-1.039, -0.017, -2.363], [-1.184, -0.477, -3.414], [0.431, -1.618, 2.839], [0.820, 0.628, 2.774], [0.568, -0.978, -0.344], [1.350, 0.434, -1.115], [-1.623, 0.233, -0.364], [-0.847, 1.645, -1.100]],
  "lumo_ev": 0.72,
  "relative_energy_kj_mol": 129.69,
  "homo_ev": -10.667,
  "smiles": "[H]/N=C/OCCC#N",
  "max_force_ev_per_a": 1.15
}

11.
{
  "formula": "C4H6N2O",
  "method": "ωB97M-V/def2-TZVPD",
  "elements": ["C", "C", "C", "N", "C", "N", "O", "H", "H", "H", "H", "H", "H"],
  "xyz": [[2.339, -0.522, 0.031], [1.076, -0.200, 0.607], [0.503, 1.072, 0.533], [-0.687, 1.330, 0.059], [-1.239, 0.177, -0.459], [-2.521, 0.340, -0.871], [-0.610, -0.900, -0.530], [2.611, -0.106, -0.959], [2.568, 0.065, 1.008], [2.845, -1.463, 0.245], [1.026, 1.917, 1.000], [-3.077, -0.449, -1.152], [-2.973, 1.209, -0.633]],
  "lumo_ev": 0.57,
  "relative_energy_kj_mol": 330.81,
  "homo_ev": -8.375,
  "max_force_ev_per_a": 1.46
}

12.
{
  "formula": "C4H6N2O",
  "method": "ωB97M-V/def2-TZVPD",
  "elements": ["C", "C", "C", "C", "O", "N", "N", "H", "H", "H", "H", "H", "H"],
  "xyz": [[-0.173, -1.318, 2.214], [0.205, -0.596, 0.950], [1.392, 1.444, -1.614], [0.235, 0.784, -1.399], [0.300, 1.630, -2.767], [-0.840, 0.232, -1.046], [-0.840, -0.417, 0.188], [-1.240, -1.590, 2.334], [0.123, -0.699, 3.069], [0.427, -2.233, 2.289], [2.283, 0.987, -2.029], [-0.019, 2.538, -2.620], [-1.790, -0.736, 0.400]],
  "lumo_ev": 0.63,
  "relative_energy_kj_mol": 750.87,
  "homo_ev": -8.421,
  "max_force_ev_per_a": 1.08
}

Let's list DFT total energy in order: -7221.17553; -9269.79174; -9270.91149; -9269.75111; -9271.24884; -9270.36094; -9271.41446; -9268.75070; -9270.99501; -9272.15769; -9270.07325; -9265.71968 eV.